Record 1
The following is a DFT calculation (the ωB97M-V functional and the def2-TZVPD basis) of C28H28N4O2W as an isolated structure.

```
63
Properties=species:S:1:pos:R:3:lowdin_spin:R:1
C 0.00 -2.68 0.01 0.00
H -2.39 3.96 2.03 0.00
H 2.31 -3.19 3.14 0.00
H 1.85 2.30 -3.13 0.00
C 4.47 1.65 -0.34 0.00
H -2.84 -2.55 -2.98 0.00
C -1.70 2.15 2.95 0.04
C 1.66 -3.05 2.28 0.00
C -2.84 -3.47 -0.39 0.00
H -1.38 1.82 -2.45 0.00
C -2.38 0.84 -0.71 0.02
N -0.09 1.12 -0.99 0.00
C -4.35 -0.20 0.87 0.01
H -0.72 0.47 3.88 0.00
H -5.10 -0.64 1.51 0.00
C -0.80 -2.53 -1.26 0.00
C 5.73 2.04 -0.66 0.00
H 6.55 1.90 0.03 0.00
H 5.13 3.25 -3.80 0.00
H -0.10 -2.65 -2.09 0.00
C 0.85 2.97 2.17 0.03
H -1.20 -1.50 -1.34 0.00
C 0.33 -1.60 0.85 0.01
H -2.69 1.85 3.28 0.00
C -0.59 1.34 3.25 0.01
H -0.13 4.66 1.30 0.00
C -2.39 -3.53 -2.74 0.00
C -3.02 -0.25 1.24 0.04
C 0.70 1.77 2.89 0.01
H -3.44 -4.38 -0.41 0.00
H 0.25 -4.77 -0.29 0.00
H 1.57 1.26 3.27 0.00
H 1.52 -0.95 2.57 0.00
C 5.97 2.62 -1.92 -0.01
O 2.72 2.61 -3.44 0.00
H -1.62 -3.76 -3.48 0.00
H -3.17 -4.29 -2.81 0.00
H 1.85 3.30 1.90 0.00
C -1.26 1.32 -1.50 0.11
C -4.70 0.41 -0.33 0.03
H -3.93 1.41 -2.08 0.00
H -3.52 -2.62 -0.54 0.00
H 6.97 2.93 -2.19 0.00
O 1.90 0.93 0.38 0.07
C -0.25 3.73 1.84 0.03
H 4.26 1.20 0.62 0.00
H -5.73 0.47 -0.63 0.00
C 0.51 -3.93 0.34 0.00
C 2.08 1.42 -0.86 0.00
H -2.70 -0.73 2.16 0.00
H 1.69 -5.10 1.69 0.00
C 1.20 -1.79 1.95 0.01
C -3.70 0.93 -1.13 0.02
C 4.95 2.80 -2.83 0.00
N -2.05 0.26 0.47 0.04
N 1.03 1.55 -1.64 0.01
C -1.53 3.33 2.25 0.05
W 0.09 0.40 0.92 1.48
C 3.65 2.41 -2.51 -0.01
H -2.40 -3.39 0.61 0.00
N -1.81 -3.55 -1.40 0.00
C 1.31 -4.11 1.46 -0.01
C 3.39 1.83 -1.24 0.00
```

Computed properties:
* HOMO-LUMO gap (spin up / spin down): 5.47 / 5.50 eV
* net charge: +2
* E_LUMO (spin up / spin down): -8.055 / -8.026 eV
* 2S+1: 3
* energy above the lowest of the compared OMol25 structures with the same formula, charge and spin: 51.3 kJ/mol

***

Record 2
The following is a DFT calculation (the ωB97M-V functional and the def2-TZVPD basis) of an isolated molecule of C28H28N4O5 in a non-equilibrium geometry.

```
65
Properties=species:S:1:pos:R:3:nbo_charge:R:1
C 6.74 -0.33 -2.73 -0.21
H -3.68 2.43 0.83 0.18
O -5.68 -2.78 -2.15 -0.49
H 5.08 -3.01 2.91 0.20
H -4.75 -4.41 -3.05 0.17
H 3.35 2.43 -0.66 0.22
C 4.53 0.35 -2.05 -0.21
C 6.24 -1.39 0.82 0.62
C -5.73 -4.08 -2.70 -0.25
H -4.10 -4.56 -0.78 0.22
H -2.78 -3.97 1.19 0.22
C -1.81 0.62 2.18 0.65
H 7.50 -0.39 -3.49 0.22
C -2.62 -0.45 2.92 -0.17
N 5.17 -1.32 1.68 -0.23
H -1.08 4.29 -1.43 0.17
C -2.54 4.60 0.12 -0.07
C -4.90 -2.58 -1.05 0.29
C 2.46 1.92 -0.32 -0.19
N 4.03 -0.68 1.45 -0.21
O -1.97 1.80 2.40 -0.60
C 6.00 -0.77 -0.49 -0.15
H 6.29 -1.80 3.36 0.23
H -2.63 5.67 -0.10 0.19
N -0.93 0.08 1.30 -0.64
C 1.25 2.57 -0.41 -0.24
H -4.44 2.15 -0.78 0.19
C -4.90 -1.28 -0.53 -0.23
C 5.28 -1.94 2.98 -0.41
H -2.26 0.90 -0.51 0.22
H 1.43 -0.89 1.20 0.22
H -3.64 -0.09 3.10 0.21
C 3.81 -0.08 0.32 0.16
C 1.37 0.08 0.73 -0.19
C -1.19 4.06 -0.36 -0.24
C 0.05 1.99 0.03 0.17
O 7.27 -1.95 1.15 -0.62
H -6.41 -4.01 -3.55 0.20
H 5.32 0.63 -4.01 0.22
C -4.13 -3.55 -0.42 -0.29
H -0.40 4.55 0.21 0.21
C 5.51 0.25 -3.01 -0.19
C -3.39 -1.93 1.21 0.34
C 6.98 -0.85 -1.48 -0.15
H -0.84 -0.92 1.36 0.41
H -2.62 4.44 1.21 0.18
H -4.18 0.06 0.95 0.22
C -4.15 -0.96 0.58 -0.31
C -3.38 -3.22 0.70 -0.25
C 2.54 0.64 0.22 -0.09
C 0.16 0.73 0.67 0.17
C -3.59 2.59 -0.25 -0.08
N -1.16 2.64 -0.11 -0.42
H -2.14 -0.59 3.90 0.22
H 3.57 0.78 -2.29 0.23
H -6.13 -4.80 -1.98 0.18
O -3.62 3.97 -0.53 -0.52
O -2.60 -1.72 2.32 -0.52
C -2.28 1.96 -0.74 -0.25
H 7.91 -1.34 -1.23 0.24
H -2.22 2.09 -1.83 0.18
H 4.55 -1.48 3.64 0.22
H 1.22 3.55 -0.87 0.22
H -5.50 -0.54 -1.02 0.23
C 4.77 -0.14 -0.75 0.01
```

Computed properties:
* HOMO-LUMO gap: 7.95 eV
* E_LUMO: 0.314 eV
* structure (SMILES): COc1ccc(OCC(=O)Nc2cc(-c3nn(C)c(=O)c4ccccc34)ccc2N2CCOCC2)cc1
* energy above the lowest of the compared OMol25 structures with the same formula, charge and spin: 209.4 kJ/mol

***

Record 3
The following is a DFT calculation (the ωB97M-V functional and the def2-TZVPD basis) of C28H28N7NiO3S as an isolated structure.

```
68
Properties=species:S:1:pos:R:3:lowdin_spin:R:1
C 2.09 1.35 0.29 0.00
H -3.94 -3.36 -1.90 0.00
Ni -0.47 -0.30 -0.14 1.76
H -4.50 2.09 -4.43 0.00
C -2.22 -5.21 -4.19 0.00
H 2.22 -0.66 2.68 0.00
O 1.69 -3.27 -2.27 0.00
C -1.75 2.57 -4.60 0.00
H 3.15 -0.78 1.19 0.00
H -2.35 -3.51 0.91 0.00
H -4.46 1.14 -2.94 0.00
H -3.90 2.82 -2.92 0.00
N 1.29 3.52 -0.77 0.00
C 0.08 4.20 -0.84 0.00
C -0.82 -3.59 -3.20 0.00
H -3.56 5.32 -0.51 0.00
C 0.98 -5.58 0.96 0.00
H 1.90 -6.14 1.00 0.00
C -2.52 1.44 -3.90 0.00
N 0.13 -2.08 1.12 0.03
H -2.84 3.22 0.61 0.00
H 2.89 1.81 0.88 0.00
H 2.52 0.90 -0.60 0.00
H -1.56 -0.20 -4.97 0.00
N 1.35 0.33 1.04 0.03
C -0.30 5.37 -1.48 0.00
S 0.60 -2.55 -2.85 0.01
C 0.97 -4.19 1.07 0.00
H -2.29 2.87 -5.49 0.00
C -1.43 -5.45 0.78 0.00
N -0.17 -1.69 -1.68 0.05
C -2.57 0.18 -4.77 0.00
C -3.93 1.90 -3.51 0.00
C -0.20 -3.43 1.00 0.00
H 2.15 3.77 -1.22 0.00
C -0.24 -6.19 0.81 0.00
H -0.75 2.23 -4.89 0.00
C -1.87 -3.14 -2.42 0.00
H -2.36 -6.02 -4.89 0.00
C -3.12 -3.72 -2.52 0.00
H -1.96 6.66 -1.82 0.00
H 0.85 0.81 1.78 0.00
N 1.99 -3.27 1.28 0.00
H -1.65 3.43 -3.94 0.00
H -0.29 -7.27 0.72 0.00
H -4.25 -5.25 -3.51 0.00
H -0.13 -4.96 -4.70 0.00
H 2.97 -3.47 1.32 0.00
H -2.37 -5.98 0.69 0.00
C -2.15 3.82 0.03 0.00
C -3.29 -4.77 -3.42 0.00
C -0.82 3.42 -0.10 0.00
C -1.78 1.09 -2.68 0.00
C 1.06 2.40 -0.04 0.00
C -1.62 5.75 -1.34 0.00
N -0.16 2.30 0.40 0.01
C 1.42 -2.05 1.31 0.00
C 2.14 -0.77 1.59 0.00
C -0.96 -4.62 -4.10 0.00
C -1.44 -2.04 -1.53 0.00
C -2.53 4.98 -0.60 0.00
C -1.43 -4.08 0.89 0.00
H -3.05 0.42 -5.72 0.00
N -1.15 0.81 -1.77 0.03
O 0.85 -1.71 -3.99 0.00
H -3.14 -0.61 -4.28 0.00
H 0.40 5.96 -2.06 0.00
O -2.15 -1.44 -0.68 0.06
```

Computed properties:
* HOMO-LUMO gap (spin up / spin down): 9.18 / 8.32 eV
* net charge: +1
* E_LUMO (spin up / spin down): -2.095 / -2.958 eV
* 2S+1: 3
* energy above the lowest of the compared OMol25 structures with the same formula, charge and spin: 97.0 kJ/mol

***

Record 4
The following is a DFT calculation (the ωB97M-V functional and the def2-TZVPD basis) of C28H29AuN3Si as an isolated structure in a non-equilibrium geometry.

```
62
Properties=species:S:1:pos:R:3:lowdin_spin:R:1
H 1.58 -2.55 3.27 0.00
H 4.39 2.08 -2.79 0.00
H -2.50 0.83 -1.04 0.01
C -0.59 3.13 2.29 0.07
H -1.49 -2.79 -3.97 0.00
H 0.16 -4.40 3.09 0.00
C 1.26 -0.87 5.11 0.00
H 2.16 1.90 -1.72 0.00
H -3.44 -3.75 0.73 0.00
C -0.94 0.88 -2.55 0.04
C 2.60 1.02 -2.22 0.01
H -3.25 3.36 -4.44 0.00
N -0.46 -0.12 3.60 0.02
C -0.34 0.77 5.83 0.00
C -0.89 0.71 4.55 0.00
H 5.44 0.08 -3.85 0.00
C 3.81 -1.25 -3.34 0.00
C 0.77 -0.04 6.12 0.00
H -0.98 2.84 -5.35 0.00
Au -0.20 0.17 0.61 0.31
H 1.25 2.54 3.42 0.01
C -2.20 1.22 -2.02 0.02
C -0.49 1.50 -3.73 0.01
H -0.76 1.44 6.57 0.00
C -0.16 -2.48 2.21 0.01
H 0.00 -1.86 -1.19 0.04
H -2.01 -5.32 2.12 0.00
C 1.90 -0.20 -2.27 0.02
H -2.26 -1.20 -3.54 0.00
C 3.87 1.12 -2.80 0.00
Si 0.14 -0.43 -1.71 0.22
H 0.28 2.38 -0.84 0.00
C -2.61 2.66 -3.92 0.00
C -2.48 -3.45 1.13 0.00
H -1.18 3.62 3.06 0.00
H 0.52 1.31 -4.10 0.00
N -0.88 -1.71 1.39 0.06
C -3.04 2.10 -2.71 0.00
H -1.83 3.46 0.48 0.02
C -1.31 -1.72 -3.72 0.03
H -2.58 -1.47 0.22 0.00
H 4.29 -2.14 -3.76 0.00
C 2.55 -1.35 -2.75 0.01
C -0.49 -3.82 2.44 0.00
H 1.25 0.00 7.09 0.00
C 4.46 -0.01 -3.39 0.01
N 0.90 -1.88 2.93 0.00
H 2.13 -1.53 5.20 0.00
H -0.72 -1.23 -4.51 0.00
C 0.69 2.53 2.49 0.30
C 0.56 -0.91 3.89 0.00
C -1.68 -4.30 1.91 0.01
C 1.15 2.04 1.23 0.28
C -0.95 3.02 0.94 0.33
H -1.72 1.37 4.27 0.00
H 2.17 1.76 0.98 0.01
H 2.05 -2.32 -2.66 0.00
C 0.11 2.33 0.23 0.09
H -4.01 2.36 -2.28 0.00
C -2.04 -2.16 0.88 0.01
H -0.65 -1.68 -2.73 0.01
C -1.34 2.38 -4.43 0.00
```

Computed properties:
* HOMO-LUMO gap (spin up / spin down): 6.17 / 6.36 eV
* net charge: +1
* E_LUMO (spin up / spin down): -2.363 / -5.046 eV
* 2S+1: 3
* energy above the lowest of the compared OMol25 structures with the same formula, charge and spin: 95.8 kJ/mol

***

What did the fourth record say?
The following is a DFT calculation (the ωB97M-V functional and the def2-TZVPD basis) of C28H29AuN3Si as an isolated structure in a non-equilibrium geometry.

```
62
Properties=species:S:1:pos:R:3:lowdin_spin:R:1
H 1.58 -2.55 3.27 0.00
H 4.39 2.08 -2.79 0.00
H -2.50 0.83 -1.04 0.01
C -0.59 3.13 2.29 0.07
H -1.49 -2.79 -3.97 0.00
H 0.16 -4.40 3.09 0.00
C 1.26 -0.87 5.11 0.00
H 2.16 1.90 -1.72 0.00
H -3.44 -3.75 0.73 0.00
C -0.94 0.88 -2.55 0.04
C 2.60 1.02 -2.22 0.01
H -3.25 3.36 -4.44 0.00
N -0.46 -0.12 3.60 0.02
C -0.34 0.77 5.83 0.00
C -0.89 0.71 4.55 0.00
H 5.44 0.08 -3.85 0.00
C 3.81 -1.25 -3.34 0.00
C 0.77 -0.04 6.12 0.00
H -0.98 2.84 -5.35 0.00
Au -0.20 0.17 0.61 0.31
H 1.25 2.54 3.42 0.01
C -2.20 1.22 -2.02 0.02
C -0.49 1.50 -3.73 0.01
H -0.76 1.44 6.57 0.00
C -0.16 -2.48 2.21 0.01
H 0.00 -1.86 -1.19 0.04
H -2.01 -5.32 2.12 0.00
C 1.90 -0.20 -2.27 0.02
H -2.26 -1.20 -3.54 0.00
C 3.87 1.12 -2.80 0.00
Si 0.14 -0.43 -1.71 0.22
H 0.28 2.38 -0.84 0.00
C -2.61 2.66 -3.92 0.00
C -2.48 -3.45 1.13 0.00
H -1.18 3.62 3.06 0.00
H 0.52 1.31 -4.10 0.00
N -0.88 -1.71 1.39 0.06
C -3.04 2.10 -2.71 0.00
H -1.83 3.46 0.48 0.02
C -1.31 -1.72 -3.72 0.03
H -2.58 -1.47 0.22 0.00
H 4.29 -2.14 -3.76 0.00
C 2.55 -1.35 -2.75 0.01
C -0.49 -3.82 2.44 0.00
H 1.25 0.00 7.09 0.00
C 4.46 -0.01 -3.39 0.01
N 0.90 -1.88 2.93 0.00
H 2.13 -1.53 5.20 0.00
H -0.72 -1.23 -4.51 0.00
C 0.69 2.53 2.49 0.30
C 0.56 -0.91 3.89 0.00
C -1.68 -4.30 1.91 0.01
C 1.15 2.04 1.23 0.28
C -0.95 3.02 0.94 0.33
H -1.72 1.37 4.27 0.00
H 2.17 1.76 0.98 0.01
H 2.05 -2.32 -2.66 0.00
C 0.11 2.33 0.23 0.09
H -4.01 2.36 -2.28 0.00
C -2.04 -2.16 0.88 0.01
H -0.65 -1.68 -2.73 0.01
C -1.34 2.38 -4.43 0.00
```

Computed properties:
* HOMO-LUMO gap (spin up / spin down): 6.17 / 6.36 eV
* net charge: +1
* E_LUMO (spin up / spin down): -2.363 / -5.046 eV
* 2S+1: 3
* energy above the lowest of the compared OMol25 structures with the same formula, charge and spin: 95.8 kJ/mol

***

Question: Which formula does entry 2 have?
Answer: C28H28N4O5

***

Question: The highest energy above the lowest of the compared OMol25 structures with the same formula, charge and spin belongs to which entry?
Answer: C28H28N4O5